Computed, not measured: a single C17H13Cl3N4O5S molecule in a non-equilibrium geometry, with ωB97M-V/def2-TZVPD.

```
43
Properties=species:S:1:pos:R:3:forces:R:3
O -2.08308 2.19971 0.77925 -0.4 0.1 0.0
C -1.29690 1.45433 1.31522 0.2 -0.2 0.0
N 0.05744 1.58367 1.22488 0.3 0.0 0.0
C 0.74171 2.57735 0.41426 -0.2 -0.2 0.0
N 0.11006 2.83236 -0.83942 0.2 -0.2 0.0
C 0.16539 2.01541 -1.93818 -0.1 0.4 -0.1
S -0.61781 2.50383 -3.29927 -0.4 0.2 -0.4
N 0.86962 0.86802 -1.77800 0.1 0.2 1.0
C 1.19368 -0.12389 -2.68803 0.1 -0.4 -0.3
C 1.30546 0.11501 -4.05665 0.1 0.1 -0.1
C 1.65095 -0.90350 -4.92097 0.0 -0.1 0.2
C 1.89439 -2.18550 -4.44588 0.0 -0.1 -0.1
C 1.79762 -2.43901 -3.09529 0.0 0.1 0.0
C 1.45513 -1.42497 -2.19714 0.0 0.0 -0.4
C 1.34925 -1.74881 -0.76810 -0.1 0.4 0.4
O 1.29399 -0.90670 0.12526 0.2 -0.2 -0.1
O 1.29587 -3.03889 -0.49673 0.0 -0.5 0.0
C 0.90847 3.90931 1.18467 0.2 0.3 0.1
Cl 1.97188 4.97913 0.24774 0.0 -0.1 0.0
Cl -0.63561 4.72446 1.46667 0.1 0.0 0.0
Cl 1.67335 3.56338 2.75198 0.0 0.0 -0.1
C -1.73718 0.28361 2.13832 -0.3 -0.3 0.2
C -2.93311 0.37576 2.84772 0.1 0.0 -0.1
C -3.39706 -0.69712 3.59288 0.1 0.1 -0.1
C -2.69039 -1.88556 3.61758 0.3 -0.3 -0.1
C -1.51224 -1.98161 2.88386 -0.8 1.2 0.1
N -0.78320 -3.22041 2.86642 0.2 -0.6 0.0
O 0.18236 -3.29682 2.12274 0.2 -0.2 0.0
O -1.16133 -4.11896 3.58122 0.0 -0.1 0.0
C -1.02434 -0.90615 2.15365 0.0 -0.2 0.1
H 0.64155 0.92232 1.71168 -0.1 0.1 0.0
H 1.76044 2.20244 0.23570 -0.2 0.1 0.1
H -0.65384 3.49699 -0.84667 0.1 -0.1 -0.1
H 1.00765 0.54179 -0.81835 0.0 0.1 -0.2
H 1.11981 1.10602 -4.43411 0.0 0.0 0.0
H 1.73558 -0.69382 -5.97636 0.0 0.0 -0.1
H 2.16212 -2.97745 -5.12765 0.0 -0.1 0.0
H 1.99239 -3.42588 -2.70611 0.0 -0.1 0.0
H 1.14885 -3.19940 0.45856 0.0 0.3 -0.3
H -3.48982 1.29935 2.80170 -0.1 0.1 0.0
H -4.31844 -0.60969 4.14687 -0.1 0.0 0.1
H -3.03667 -2.74033 4.17817 0.0 0.0 0.0
H -0.11400 -1.02975 1.58590 0.0 0.0 0.0
```
Positions in Å, forces in eV/Å.

As for the maximum force: 0.0281 Eh/bohr. As for the net charge: 0. The frontier orbital gap is 7.1 eV. As for the SMILES: O=C(N[C@@H](NC(=S)Nc1ccccc1C(=O)O)C(Cl)(Cl)Cl)c1cccc([N+](=O)[O-])c1.


Computed, not measured: C17H13ClN13O5SV as an isolated structure in a non-equilibrium geometry, with ωB97M-V/def2-TZVPD.

```
51
Properties=species:S:1:pos:R:3:forces:R:3
V -0.91106 0.61075 -0.33837 -1.6 0.0 0.5
O 3.46106 -2.83718 -0.47010 0.1 0.0 0.1
C 4.31069 -1.79892 -0.39196 0.0 0.0 0.0
C 5.64786 -2.02713 -0.73570 -0.1 0.0 0.0
C 6.57778 -1.00707 -0.66722 0.0 0.0 0.0
C 6.19877 0.26693 -0.25773 -0.1 0.0 0.0
C 4.87383 0.49267 0.07646 0.0 0.1 0.0
C 3.91538 -0.51181 0.01833 -0.1 -0.1 0.2
C 2.49446 -0.14193 0.39785 0.1 -0.1 -0.7
O 2.20912 1.02622 0.65259 -0.1 0.0 0.3
N 1.66816 -1.20689 0.34863 -0.7 0.3 0.3
N 0.33762 -0.89205 0.58353 0.7 -0.4 0.4
C -0.28645 -1.77374 1.26782 -0.4 0.1 0.0
C -1.70701 -1.57048 1.62110 0.7 -0.1 -0.2
C -2.39014 -2.45701 2.44028 -0.2 0.1 0.0
C -3.69521 -2.14735 2.79417 0.1 -0.1 0.0
C -4.26079 -0.96937 2.33828 0.0 0.1 0.0
C -3.50803 -0.14283 1.51377 0.0 0.0 0.0
N -2.27158 -0.45190 1.15640 0.3 0.1 -0.1
H 2.57706 -2.48892 -0.14159 0.0 0.1 -0.1
H 5.92211 -3.02417 -1.05648 0.0 0.0 0.0
H 7.60817 -1.20634 -0.94078 0.0 0.0 0.0
H 6.92133 1.07094 -0.20747 0.0 0.0 0.0
H 4.52547 1.47061 0.38504 0.0 0.0 0.0
H 0.25171 -2.65091 1.62232 -0.1 0.0 0.0
H -1.90481 -3.35893 2.78557 0.0 0.0 0.0
H -4.26007 -2.81946 3.42864 0.0 0.0 0.0
H -5.26824 -0.68480 2.60510 0.0 0.0 0.0
H -3.89131 0.79252 1.12553 0.0 0.0 0.0
N -4.09993 -0.00705 -1.62308 -0.1 0.0 0.0
C -3.18784 -1.04194 -1.77301 -0.3 0.4 -0.1
N -3.52273 -2.24358 -2.20353 0.2 -0.1 0.0
N -2.35392 -2.93087 -2.15541 -0.2 -0.1 -0.1
N -1.40369 -2.18507 -1.72774 0.1 0.2 0.1
N -1.90098 -0.94337 -1.46763 0.2 -0.3 0.1
C -3.70297 1.32658 -1.62861 -0.1 -0.4 -0.2
N -4.49246 2.31298 -2.00915 0.2 0.1 0.1
N -3.71834 3.41540 -1.84085 -0.2 0.0 0.0
N -2.56051 3.09291 -1.39410 0.2 0.0 0.1
N -2.50685 1.74545 -1.23864 0.1 0.1 0.3
H -4.98552 -0.17129 -2.07236 0.0 0.0 0.0
Cl 0.93944 5.39342 1.22200 -0.1 -0.2 -0.1
C 0.34597 3.81079 0.58307 0.1 0.4 0.0
C -0.64715 3.11691 1.49597 0.0 -0.3 -0.1
O -1.19532 3.62302 2.45300 0.1 0.1 0.0
O -0.82284 1.89334 1.09837 -0.1 -0.1 0.0
H 1.20982 3.17155 0.42195 0.0 0.0 0.0
H -0.14913 4.00761 -0.36842 0.0 0.0 0.1
O 2.10313 1.60462 -3.28007 0.0 0.1 0.0
S 1.25726 0.54949 -2.73066 0.2 -0.3 -0.3
N 0.24869 0.89766 -1.71510 0.9 0.5 -0.5
```
Positions in Å, forces in eV/Å.

As for the maximum force: 0.0327 Eh/bohr. As for the net charge: -2. Its multiplicity is 3. The frontier orbital gap (alpha / beta) is 7.3 / 7.4 eV. As for the energy relative to the best compared isomer or geometry (same formula, charge and spin): 13.13 kcal per mole.


Computed, not measured: C17H13F9O6Tc as an isolated structure, with ωB97M-V/def2-TZVPD.

```
46
Properties=species:S:1:pos:R:3:forces:R:3
Tc -0.46770 0.05998 0.60547 -0.3 -0.5 -0.1
O 0.21747 0.30393 -3.30653 -0.1 0.0 -0.1
C -0.45542 0.40289 -2.31888 0.3 0.0 0.2
O 0.05380 0.76495 -1.13649 0.1 0.2 0.0
C -1.96572 0.20377 -2.33117 -0.1 0.0 -0.1
C -2.65344 1.17879 -1.37713 0.0 0.1 0.1
C -4.15768 1.22480 -1.60873 0.0 0.0 -0.1
C -4.62213 -0.11923 -0.99752 0.0 0.0 0.0
C -3.30161 -0.73674 -0.56836 0.0 0.0 0.1
O -2.56110 0.43850 -0.10902 0.0 0.1 0.0
C -2.46261 -1.17734 -1.77652 -0.1 0.0 -0.1
C -1.37732 -2.12474 -1.30796 0.4 0.0 0.2
O -1.21345 -3.21880 -1.77991 -0.1 0.0 -0.1
O -0.66645 -1.68613 -0.27527 -0.2 -0.1 -0.2
H -2.29136 0.33855 -3.36076 0.0 0.0 0.0
H -2.16053 2.13547 -1.25695 0.0 0.0 0.0
H -4.38384 1.31053 -2.67073 0.0 0.0 0.0
H -4.60441 2.07166 -1.09353 0.0 0.0 0.0
H -5.15296 -0.75827 -1.70128 0.0 0.0 0.0
H -5.25960 0.04425 -0.13048 0.0 0.0 0.0
H -3.35496 -1.45758 0.24364 0.0 0.0 0.0
H -3.06120 -1.70802 -2.51388 0.0 0.0 0.0
C -0.45780 -2.33412 2.55163 -0.1 0.0 0.0
C -0.28505 -0.94864 2.68218 0.1 0.1 0.2
C 0.97971 -0.62845 2.05457 0.1 0.0 -0.1
C 1.52336 -1.89902 1.58897 0.0 0.0 0.0
C 0.65938 -2.91257 1.90366 0.0 0.0 0.0
H -1.33200 -2.87926 2.88091 0.0 0.0 0.0
H -0.84236 -0.31506 3.35706 0.0 0.0 0.0
H 1.59900 0.20997 2.34463 0.0 0.0 0.0
H 2.42363 -1.99035 1.00006 0.0 0.0 0.0
H 0.74423 -3.94266 1.60098 0.0 0.0 0.0
F 0.71080 4.43540 1.13476 -0.1 0.0 0.0
C -0.57285 4.07812 1.07651 0.0 0.0 0.0
F -1.31995 5.15310 1.35876 0.0 0.0 0.0
F -0.83392 3.71290 -0.18270 0.0 0.0 0.0
C -0.85678 2.89711 2.05369 0.2 -0.1 0.0
O -0.29464 1.76187 1.57837 -0.2 0.2 -0.1
C -0.17883 3.18643 3.43050 0.0 0.1 0.0
F -0.66710 2.34430 4.35657 0.0 0.0 0.0
F 1.13460 2.98209 3.35993 0.0 0.0 0.0
F -0.38455 4.43709 3.85354 0.0 -0.1 0.0
C -2.39718 2.76811 2.27978 0.0 0.0 0.0
F -3.07216 2.96952 1.13708 0.0 -0.1 0.0
F -2.85510 3.64740 3.17316 0.0 0.0 0.0
F -2.70092 1.54080 2.71669 0.0 0.0 -0.1
```
Positions in Å, forces in eV/Å.

As for the maximum force: 0.0110 Eh/bohr. As for the net charge: 0. Its multiplicity is 4. The frontier orbital gap (alpha / beta) is 7.4 / 8.2 eV. As for the energy relative to the best compared isomer or geometry (same formula, charge and spin): 0.63 kcal per mole.


Computed, not measured: C17H13IrN3O6S as an isolated structure in a non-equilibrium geometry, with ωB97M-V/def2-TZVPD.

```
41
Properties=species:S:1:pos:R:3:forces:R:3
Ir 2.13263 0.03100 -1.00030 0.2 1.7 0.8
C 6.37686 -0.35492 -0.44737 0.0 0.0 0.0
C 4.92814 -0.29096 -0.07529 -0.1 0.0 -0.4
O 4.14888 -0.20393 -1.06490 0.0 -0.1 0.2
C 4.49012 -0.34027 1.28627 0.1 0.0 0.3
C 5.47724 -0.44017 2.30776 0.0 0.0 -0.2
C 5.15196 -0.50902 3.62825 -0.2 0.0 0.1
C 3.79477 -0.48358 3.99634 0.1 0.0 0.1
C 2.81039 -0.38996 3.05137 0.1 0.0 0.0
C 3.13325 -0.31508 1.68447 -0.3 0.1 0.0
O 2.05626 -0.21471 0.89997 0.2 -1.0 -0.2
H 6.46008 -0.30502 -1.52825 0.0 0.0 0.0
H 6.82443 -1.28417 -0.09409 0.0 0.0 0.0
H 6.92037 0.48185 -0.00781 0.0 0.0 0.0
H 6.52023 -0.46323 2.02678 0.0 0.0 0.0
H 5.92505 -0.58303 4.37894 0.0 0.0 0.0
H 3.51622 -0.53664 5.04100 0.0 0.0 0.0
H 1.76528 -0.36340 3.32445 0.0 0.0 0.0
O 2.17581 1.72204 -1.43932 0.0 -0.8 -0.7
O -5.62932 3.31394 -2.49007 0.1 0.1 0.0
S -6.77791 2.51983 -2.11207 0.0 0.0 0.0
O -7.48326 2.97626 -0.93338 0.0 0.0 0.1
O -7.60645 2.06827 -3.20719 -0.1 0.0 -0.1
C -6.03930 0.96686 -1.51602 0.1 -0.2 0.1
N -6.85898 -0.02647 -1.14123 -0.1 0.1 0.0
C -6.30281 -1.13439 -0.69945 0.2 -0.1 0.0
C -4.91973 -1.30808 -0.60965 -0.1 0.0 0.0
C -4.16476 -0.22794 -1.02183 0.1 0.0 0.0
N -4.71746 0.89314 -1.46754 0.0 0.1 0.0
C -2.67712 -0.19546 -1.00780 -0.1 0.0 0.0
C -2.03407 0.98700 -1.37335 0.0 0.0 0.0
C -0.66157 1.04697 -1.36973 -0.1 0.0 0.0
N 0.09080 -0.01360 -1.02204 0.1 0.1 0.0
C -0.51644 -1.15681 -0.66665 0.0 0.0 0.0
C -1.88419 -1.28326 -0.65070 0.0 0.0 0.0
H -6.97722 -1.92972 -0.39760 0.0 0.0 0.0
H -4.49747 -2.22996 -0.23644 0.0 0.0 0.0
H -2.63116 1.84451 -1.65777 0.0 0.0 0.0
H -0.12871 1.94654 -1.64086 0.0 0.0 0.0
H 0.12409 -1.98398 -0.38575 0.0 0.0 0.0
H -2.31492 -2.23044 -0.36113 0.0 0.0 0.0
```
Positions in Å, forces in eV/Å.

As for the maximum force: 0.0374 Eh/bohr. As for the net charge: 0. Its multiplicity is 2. The frontier orbital gap (alpha / beta) is 4.7 / 4.1 eV. As for the energy relative to the best compared isomer or geometry (same formula, charge and spin): 7.80 kcal per mole.


Which formula does entry 1 have? C17H13Cl3N4O5S